No. 1
{"formula": "C4H10N2", "method": "ωB97M-V/def2-TZVPD", "de_lowest_kcal_mol": 31.0, "e_homo_ev": -9.2, "smiles": "NCC1(N)CC1", "gap_ev": 10.2, "total_energy_ev": -7289.274, "elements": ["C", "C", "C", "C", "H", "H", "H", "H", "H", "H", "H", "H", "H", "H", "N", "N"], "xyz": [[0.8443, 0.0298, 0.8695], [-0.5098, -0.0710, 0.1096], [-0.7775, 0.9842, -0.9861], [-0.5077, -0.4640, -1.3480], [2.8686, 0.2710, 0.6339], [2.1049, -0.7854, -0.4573], [0.8237, -0.9092, 1.4993], [0.8269, 0.8688, 1.6038], [-1.4876, -1.2568, 1.4071], [-1.7716, 0.3542, 1.6676], [-1.8361, 1.2559, -1.1661], [-0.0232, 1.7222, -1.2195], [0.4263, -0.6819, -1.8421], [-1.3378, -1.0838, -1.7128], [2.0316, 0.1302, 0.0228], [-1.6749, -0.3640, 0.9184]]}


No. 2
{"formula": "C18H18CdN6O3Te4", "method": "ωB97M-V/def2-TZVPD", "de_lowest_kcal_mol": 8.8, "e_homo_ev": -1.3, "gap_ev": 5.1, "charge": -2, "total_energy_ev": -67781.058, "elements": ["Cd", "Te", "Te", "Te", "Te", "N", "C", "C", "C", "O", "O", "H", "H", "H", "H", "H", "H", "C", "N", "N", "C", "O", "C", "C", "C", "C", "C", "C", "C", "C", "C", "H", "H", "H", "H", "H", "H", "H", "H", "H", "H", "H", "H", "N", "C", "C", "C", "N", "C", "N"], "xyz": [[-2.2200, 0.0333, -1.8275], [-4.5954, -1.0785, -2.5413], [-4.8708, -1.5034, -5.1585], [-7.4472, 2.2343, -1.3649], [-4.9367, 1.6238, -2.1105], [-2.5048, -3.0038, 0.6495], [-2.3448, -4.3854, 0.2098], [-2.0079, -4.4660, -1.2835], [-0.9739, -3.4024, -1.6779], [0.2212, -3.6410, -1.3969], [-1.4228, -2.3540, -2.2255], [-1.6828, -2.4554, 0.4253], [-2.6349, -2.9489, 1.6517], [-3.3020, -4.8868, 0.3815], [-1.5806, -4.9399, 0.7725], [-2.9088, -4.3483, -1.8857], [-1.5638, -5.4434, -1.4823], [2.9077, 0.6544, 1.5257], [2.4780, 0.4439, 0.1464], [1.4507, 1.2748, -0.3011], [0.6175, 0.5687, -1.1303], [-0.3239, 1.1187, -1.7550], [1.0730, -0.7777, -1.1176], [2.1494, -0.8222, -0.2987], [2.8937, -2.0306, 0.1441], [1.5790, 2.6840, -0.2516], [0.4505, 3.4487, 0.0068], [0.5675, 4.8271, 0.0698], [1.8006, 5.4365, -0.1150], [2.9236, 4.6629, -0.3727], [2.8168, 3.2827, -0.4495], [3.1788, 1.6987, 1.6612], [3.7890, 0.0406, 1.6960], [2.1293, 0.3806, 2.2389], [0.6211, -1.6102, -1.6372], [2.4191, -2.8972, -0.3147], [2.8381, -2.1401, 1.2295], [3.9460, -1.9787, -0.1430], [-0.5012, 2.9617, 0.1649], [-0.3084, 5.4213, 0.2920], [1.8879, 6.5136, -0.0506], [3.8872, 5.1342, -0.5207], [3.6785, 2.6636, -0.6642], [-1.9100, 0.0741, 0.5442], [-1.3295, 0.3093, 1.5170], [-0.6271, 0.5741, 2.6979], [-0.4477, 1.9050, 3.1373], [-0.2842, 2.9883, 3.5063], [-0.0318, -0.4864, 3.4133], [0.4570, -1.3588, 3.9949]]}